# 1
Computed, not measured: a cluster of 2 separate species, CH3N2S in total at a distorted geometry, with the ωB97M-V functional and the def2-TZVPD basis.

HOMO-LUMO gap: 9.184 eV
Total charge: +1
Energy above the lowest of the compared OMol25 structures with the same formula, charge and spin: 174.94 kJ/mol
LUMO level: -5.60 eV

```
7
CH3N2S | OMol25 | the ωB97M-V functional and the def2-TZVPD basis
C -0.01940 -0.15579 0.05967
N -1.23866 -0.41409 -0.33873
N 0.74779 0.51076 0.81235
S 0.09563 -1.51101 -1.00775
H -1.99036 -0.01316 -0.92254
H 0.37814 1.38233 0.99880
H 2.02685 0.20096 0.39819
```

# 2
Computed, not measured: a cluster of 11 separate species, C36H47BrNO34PS in total at a distorted geometry, with the ωB97M-V functional and the def2-TZVPD basis.

HOMO-LUMO gap: 7.612 eV
SMILES: CP(O)[C@H](N=C=S)OC(=O)CC(=O)Br.O=C1OCCO1.O=C1OCCO1.O=C1OCCO1.O=C1OCCO1.O=C1OCCO1.O=C1OCCO1.O=C1OCCO1.O=C1OCCO1.O=C1OCCO1.O=C1OCCO1
LUMO level: -0.84 eV

```
121
C36H47BrNO34PS | OMol25 | the ωB97M-V functional and the def2-TZVPD basis
C -4.58413 0.86253 1.71697
P -3.36323 -0.38227 2.49595
O -4.38043 -1.68138 3.14126
C -2.29338 -1.17888 1.12960
N -2.90734 -2.49766 0.71566
C -3.18534 -2.54383 -0.62867
S -3.16166 -2.91864 -2.32032
O -0.91308 -1.26074 1.63168
C -0.18654 -2.42083 1.08332
O 0.55474 -2.40861 -0.04127
C -0.20528 -3.88177 1.89576
C 0.92787 -4.92901 1.30238
O 2.25848 -4.76307 1.44120
Br 0.22646 -6.52840 0.27821
H -5.09700 1.47457 2.57238
H -5.44933 0.26272 1.16774
H -4.03705 1.54768 0.93139
H -5.04850 -1.89926 2.39923
H -2.28050 -0.48682 0.18604
H -1.26312 -4.39092 1.75834
H -0.06064 -3.61570 3.02955
O -0.29905 -9.98819 4.77698
C 0.65056 -9.69723 4.06897
O 0.57303 -9.48419 2.72284
C 1.82164 -8.95523 2.31773
C 2.75848 -9.43557 3.37820
O 1.92981 -9.54325 4.52005
H 2.09402 -9.32188 1.32424
H 1.74953 -7.86302 2.28678
H 3.17726 -10.42158 3.15079
H 3.57792 -8.73432 3.55828
O 3.07597 3.01846 0.39352
C 2.89274 1.90308 0.85183
O 1.67932 1.42307 1.25266
C 1.84643 0.04010 1.50251
C 3.30889 -0.08392 1.78329
O 3.87533 0.97255 1.03152
H 1.23148 -0.27801 2.34885
H 1.54269 -0.51929 0.61150
H 3.54584 0.06833 2.84157
H 3.71370 -1.04806 1.46356
O -4.98177 -5.78407 -2.40171
C -4.68639 -6.20828 -3.50647
O -3.45711 -6.69800 -3.84191
C -3.58525 -7.28927 -5.12133
C -4.76988 -6.59046 -5.70554
O -5.54247 -6.25401 -4.56887
H -2.67800 -7.13558 -5.71203
H -3.75240 -8.36449 -4.99868
H -4.49499 -5.67006 -6.23147
H -5.33811 -7.23180 -6.38485
O 5.11408 -0.41616 4.57918
C 4.69269 0.46891 5.30496
O 5.10657 1.76887 5.25713
C 4.23083 2.50991 6.08592
C 3.69920 1.48119 7.03043
O 3.74610 0.28771 6.27180
H 4.76921 3.30991 6.60145
H 3.44556 2.95238 5.46410
H 4.33060 1.36172 7.91719
H 2.67603 1.69825 7.34928
O 5.78011 5.85117 4.76602
C 5.82454 5.34499 3.65720
O 4.80924 5.39219 2.74593
C 5.32836 4.89693 1.52602
C 6.47590 4.04477 1.96187
O 6.89637 4.65646 3.16652
H 4.56853 4.32691 0.98438
H 5.64670 5.74295 0.90796
H 6.17387 3.01397 2.17522
H 7.28733 4.03293 1.22900
O -5.38882 1.72373 4.81267
C -5.82566 2.83358 4.55753
O -5.67276 3.46616 3.35755
C -6.50332 4.61167 3.38789
C -6.65611 4.88651 4.84875
O -6.53051 3.60523 5.43582
H -6.03578 5.44373 2.85429
H -7.45639 4.37010 2.90582
H -5.86253 5.53319 5.23778
H -7.62610 5.33015 5.08949
O 5.81116 6.91401 -0.77585
C 6.97845 6.96902 -1.12528
O 7.87894 7.88686 -0.66687
C 9.15283 7.47980 -1.12996
C 8.83250 6.64671 -2.32844
O 7.55400 6.12077 -2.02688
H 9.77025 8.34728 -1.37877
H 9.64847 6.90448 -0.34101
H 8.76292 7.24203 -3.24498
H 9.55681 5.84196 -2.48147
O -5.32861 -8.39399 -7.85890
C -4.37900 -8.10303 -8.56691
O -4.45653 -7.88999 -9.91304
C -3.20792 -7.36103 -10.31815
C -2.27108 -7.84137 -9.25768
O -3.09975 -7.94905 -8.11583
H -2.93554 -7.72768 -11.31164
H -3.28003 -6.26882 -10.34910
H -1.85230 -8.82738 -9.48509
H -1.45164 -7.14012 -9.07760
O -7.56840 1.92939 0.38005
C -7.52397 1.42321 -0.72877
O -8.53927 1.47041 -1.64004
C -8.02015 0.97515 -2.85995
C -6.87260 0.12299 -2.42410
O -6.45214 0.73468 -1.21945
H -8.77997 0.40513 -3.40159
H -7.70181 1.82117 -3.47801
H -7.17464 -0.90781 -2.21075
H -6.06118 0.11115 -3.15697
O 1.93499 10.29305 -4.39149
C 2.36933 9.86007 -3.33718
O 3.47888 9.07286 -3.22463
C 3.77539 8.97523 -1.84423
C 2.46043 9.25101 -1.19015
O 1.80800 10.09915 -2.11595
H 4.16175 7.98188 -1.60004
H 4.53337 9.72408 -1.59170
H 1.86093 8.34416 -1.05781
H 2.57306 9.74703 -0.22219
```

# 3
Computed, not measured: a structure of composition C2H4O2Zn at a distorted geometry, with the ωB97M-V functional and the def2-TZVPD basis.

HOMO-LUMO gap (alpha / beta): 8.822 / 9.369 eV
Total charge: +1
Energy above the lowest of the compared OMol25 structures with the same formula, charge and spin: 156.84 kJ/mol
Expectation value of S²: 0.752
Multiplicity: 2
LUMO level (alpha / beta): -4.23 / -6.07 eV

```
9
C2H4O2Zn | OMol25 | the ωB97M-V functional and the def2-TZVPD basis
C -1.31426 0.53427 -0.16904
C -2.49904 -0.03653 0.02715
O -0.22500 -0.05672 0.50670
H -1.02850 1.51096 -0.54983
H -3.38559 0.56794 -0.16208
H -2.62186 -1.11944 0.08440
Zn 2.42443 0.37522 0.27221
O 0.86478 -0.32791 -0.39153
H -0.56570 -0.93259 0.89298
```

# 4
Computed, not measured: a cluster of 2 separate species, C5H13NO in total at a distorted geometry, with the ωB97M-V functional and the def2-TZVPD basis.

HOMO-LUMO gap: 10.821 eV
Energy above the lowest of the compared OMol25 structures with the same formula, charge and spin: 56.92 kJ/mol
SMILES: CC(N)=O.CCC
LUMO level: 0.84 eV

```
20
C5H13NO | OMol25 | the ωB97M-V functional and the def2-TZVPD basis
C -1.16538 -1.78046 2.73703
C -1.26128 -1.30933 1.29098
N -1.94651 -0.11323 1.10962
O -0.75551 -1.86544 0.34672
H -0.69192 -2.77042 2.66266
H -2.12501 -1.80338 3.24156
H -0.40806 -1.32532 3.37083
H -1.69718 0.38221 0.28003
H -2.35950 0.38627 1.85885
C 2.02515 1.38017 -0.78995
C 0.87163 1.47374 -1.77879
C 0.37497 0.06042 -2.17751
H 2.46590 2.36440 -0.57998
H 2.76049 0.62095 -1.04669
H 1.77227 1.10495 0.24634
H 0.11096 2.12025 -1.33657
H 1.15739 2.01037 -2.68322
H 0.17866 -0.10836 -3.23424
H 1.15185 -0.68622 -1.99811
H -0.45895 -0.14157 -1.51956
```

# 5
Computed, not measured: a cluster of 6 separate species, C14H42N2O6 in total at a distorted geometry, with the ωB97M-V functional and the def2-TZVPD basis.

HOMO-LUMO gap: 9.451 eV
Energy above the lowest of the compared OMol25 structures with the same formula, charge and spin: 264.34 kJ/mol
SMILES: COC[C@H](C)N.COC[C@H](C)N.CCO.CCO.CCO.O
LUMO level: 0.13 eV

```
64
C14H42N2O6 | OMol25 | the ωB97M-V functional and the def2-TZVPD basis
C -1.14939 4.57358 0.96890
O -2.45420 4.54825 1.52025
C -2.59261 3.94637 2.80240
C -2.27706 2.39888 2.77794
C -3.13218 1.57919 1.73932
N -2.41530 1.74964 4.04560
H -1.18723 4.84496 -0.08609
H -0.64584 3.60719 0.94383
H -0.54121 5.30288 1.50400
H -1.81141 4.18994 3.52246
H -3.57654 4.13117 3.23348
H -1.26792 2.19447 2.42024
H -2.78201 0.55077 1.82789
H -3.04782 1.79628 0.67449
H -4.18180 1.56210 2.03275
H -2.43045 0.78822 3.73652
H -3.37282 1.93434 4.30854
C 3.75539 4.54715 5.81934
O 3.65504 3.15404 5.54373
C 3.23304 2.75160 4.25284
C 3.40604 1.18905 4.13041
C 3.27370 0.48369 2.78754
N 2.63272 0.56911 5.15778
H 4.54420 5.08425 5.29264
H 3.83646 4.69832 6.89575
H 2.86373 5.10441 5.53215
H 2.23963 2.94153 3.84644
H 3.92672 3.20452 3.54448
H 4.43050 1.04682 4.47439
H 3.60991 -0.54706 2.89992
H 3.99882 0.98614 2.14735
H 2.21625 0.63444 2.57036
H 1.74392 0.69854 4.69584
H 2.65054 1.29071 5.86423
C 0.62444 -7.41031 -4.46481
C 1.55217 -7.20049 -3.26313
O 0.69200 -6.80401 -2.28156
H 0.04008 -8.30084 -4.23336
H 1.35466 -7.68969 -5.22430
H 0.09507 -6.47435 -4.64325
H 2.16718 -6.30311 -3.33082
H 2.09127 -8.09659 -2.95577
H 1.28571 -6.46102 -1.60964
C 2.06727 0.61884 -5.64360
C 3.03592 -0.05617 -4.66999
O 2.75110 0.41923 -3.43794
H 1.11032 0.09733 -5.66273
H 2.48253 0.62306 -6.65139
H 1.93161 1.68204 -5.44534
H 4.06255 0.22844 -4.90053
H 2.90313 -1.13596 -4.73704
H 2.93279 1.36170 -3.45657
C -6.40110 -1.96931 -3.98835
C -4.87765 -2.25126 -3.76594
O -4.83469 -3.00288 -2.54120
H -6.92008 -2.92508 -3.91573
H -6.63208 -1.43837 -4.91185
H -6.90452 -1.34697 -3.24851
H -4.33966 -1.30844 -3.66715
H -4.40112 -2.77888 -4.59216
H -4.08980 -2.63858 -2.05745
O -0.65978 -2.25706 -1.21594
H -0.37182 -3.03943 -1.68627
H 0.10186 -1.67737 -1.22549
```

Number 1: molar mass 75.12 g/mol. Number 2: molar mass 1180.69 g/mol. Number 3: molar mass 125.44 g/mol. Number 4: molar mass 103.16 g/mol. Number 5: molar mass 334.50 g/mol.